The following is a quantum chemistry calculation of 2 unconnected molecules or ions with the total composition C2H6N3 at a distorted geometry, from OMol25.

Cartesian coordinates (Å):
C: -1.17724 -0.23295 0.15244
C: 1.95480 0.15211 -0.08884
N: -0.76483 -1.54827 0.24557
N: -0.07668 -0.38808 0.84518
N: -2.05667 0.52854 -0.40464
H: 1.77996 0.12789 -1.14214
H: 1.80454 1.10767 0.44831
H: 2.53303 -0.50291 0.51659
H: -1.01762 -2.23944 0.91938
H: -2.93152 0.20388 -0.51958
H: -2.32676 1.49059 -0.14525

Forces on atoms 1 to 2 (eV/Å):
1.14 -1.84 1.19
-2.78 1.54 2.42

The value obtained for the molar mass is 72.1 g mol⁻¹. The total charge is +1. Its energy above the lowest of the compared OMol25 structures with the same formula, charge and spin is 584.4 kJ/mol. For the LUMO energy (spin up / spin down), the calculation gives -0.21995 / -0.22010 Ha.

---

The following is a quantum chemistry calculation of a molecular structure, C6H10N2O2 at a distorted geometry, from OMol25.

Cartesian coordinates (Å):
O: 0.35310 0.37610 1.73086
C: 0.09228 0.39711 0.36219
C: -1.00273 1.35546 0.06339
N: -1.68590 2.26351 -0.19289
C: 1.25225 0.45418 -0.68444
C: 2.19922 -0.63635 -0.17205
C: 1.14504 -1.75332 0.06360
C: -0.10262 -0.97096 -0.35923
N: 0.38944 -0.33104 -1.61715
H: 0.82676 1.17148 2.00046
H: 1.66853 1.40542 -1.03111
H: 2.93723 -0.89450 -0.94032
H: 2.72667 -0.34107 0.74298
H: 1.28413 -2.61872 -0.59480
H: 1.10435 -2.10537 1.09957
H: -1.07182 -1.47934 -0.37261
H: -0.33225 0.26599 -2.02018
O: -4.23704 0.95918 0.50463
H: -3.66502 0.63704 1.21754
H: -3.88162 1.84518 0.19956

Forces on atoms 1 to 2 (eV/Å):
0.05 -0.21 0.22
-0.20 -0.23 -0.06

The value obtained for the molar mass is 142.2 g mol⁻¹. Its energy above the lowest of the compared OMol25 structures with the same formula, charge and spin is 221.9 kJ/mol. For the LUMO energy, the calculation gives 0.01672 Ha.

---

The following is a quantum chemistry calculation of 3 unconnected molecules or ions with the total composition C4H11N2O2 at a distorted geometry, from OMol25.

Cartesian coordinates (Å):
C: -0.75577 -2.25380 0.17619
C: -0.55016 -0.89899 -0.40582
C: 0.51147 -0.31998 -1.00324
N: 0.07973 0.92184 -1.44258
C: -1.19191 1.10097 -1.12587
N: -1.58961 0.00618 -0.51329
H: -0.59831 -2.22840 1.25634
H: -0.09374 -2.98706 -0.27336
H: -1.77306 -2.60716 -0.02336
H: 1.52350 -0.60630 -1.23152
H: 0.69050 1.59252 -1.89754
H: -1.72527 1.95305 -1.50678
H: -2.47445 -0.09976 -0.03512
H: 0.10533 1.73394 2.47137
H: 0.72602 1.36250 1.11355
O: -0.04997 1.21762 1.67028
H: 2.66653 0.32119 2.27402
H: 1.80502 -0.31691 1.23276
O: 2.70990 -0.01472 1.36958

Forces on atoms 1 to 2 (eV/Å):
-0.25 0.03 0.18
-0.20 -0.71 -0.13

The value obtained for the molar mass is 119.1 g mol⁻¹. The total charge is +1. Its energy above the lowest of the compared OMol25 structures with the same formula, charge and spin is 43.9 kJ/mol. For the LUMO energy, the calculation gives -0.11492 Ha.

---

Taking the records one at a time from the top gives E_tot values of -6629.0302 -13457.6416 -11395.6689 eV.